1.
Entry from OMol25: an isolated molecule of C3H4N6 (ωB97M-V/def2-TZVPD).

Structure (XYZ):
```
13
Properties=species:S:1:pos:R:3
N 0.7300 -1.3476 -2.1469
N -0.3982 -0.6341 -1.5934
C 0.0429 0.0827 -0.6501
C -0.9550 0.7265 0.0723
C -1.1979 0.8215 1.4930
N -0.2327 0.3996 2.4117
N 0.9284 0.1340 2.2078
N 1.6372 0.5508 0.8487
N 1.3658 0.2854 -0.3181
H 1.7374 -1.2987 -1.6696
H 0.2711 -2.2836 -2.2420
H -2.0089 1.1366 -0.2617
H -1.9200 1.4269 1.8484
```

Results
E_LUMO ... -1.0 eV
SMILES ... N/N=c1/ccnnnn1
ΔE to the lowest compared entry with this formula, charge and spin ... 586.1 kJ/mol
Multiplicity ... 1
E_tot ... -12108.7108 eV
HOMO level ... -8.71 eV

2.
Entry from OMol25: a cluster of 2 separate species, C3H4NO in total (ωB97M-V/def2-TZVPD).

Structure (XYZ):
```
9
Properties=species:S:1:pos:R:3
C 0.1531 -1.6690 -0.0463
C 1.1058 1.0216 0.0836
C -1.0935 0.3921 -0.1198
N -0.6833 -0.8479 -0.0490
O 1.6776 0.0178 0.0162
H 0.6776 -2.5580 -0.1106
H 1.1675 2.0063 0.2933
H -1.3265 0.8534 0.7886
H -1.6783 0.7836 -0.8560
```

Results
E_LUMO ... -4.9 eV
ΔE to the lowest compared entry with this formula, charge and spin ... 298.8 kJ/mol
Multiplicity ... 1
E_tot ... -6701.5737 eV
HOMO level ... -14.56 eV
Net charge ... +1

3.
Entry from OMol25: a cluster of 3 separate species, C3H4NO2 in total (ωB97M-V/def2-TZVPD).

Structure (XYZ):
```
10
Properties=species:S:1:pos:R:3
C -3.6186 0.8265 0.1702
C -2.7064 1.9196 -0.0527
C -5.4729 -0.7490 -0.1034
N -4.6991 0.2552 -0.1636
O -2.4366 0.5109 0.6188
O -6.2851 -1.5719 -0.1583
H -2.3452 2.0377 -1.0778
H -2.3463 2.7684 0.5693
H -1.5187 -2.3297 1.6257
H -1.2905 -2.6918 0.7950
```

Results
E_LUMO ... -6.5 eV
ΔE to the lowest compared entry with this formula, charge and spin ... 390.6 kJ/mol
Multiplicity ... 1
E_tot ... -8748.9398 eV
HOMO level ... -16.44 eV
Net charge ... +1

4.
Entry from OMol25: a structure of composition C3H4NO2S (ωB97M-V/def2-TZVPD).

Structure (XYZ):
```
11
Properties=species:S:1:pos:R:3
C -0.3803 0.1104 1.1651
C -1.0352 -0.4147 -1.1531
C -0.0718 0.3945 -0.2625
N -1.5694 -0.1172 1.5232
O -2.9221 1.7022 -0.2736
O -3.3442 -1.3518 -0.1127
S -2.3886 -0.2469 -0.0324
H 0.3838 0.2077 1.8159
H -0.8433 -1.5818 -1.0780
H -0.3026 1.4874 -0.5538
H 1.0250 0.0793 -0.3842
```

Results
E_LUMO ... 3.9 eV
ΔE to the lowest compared entry with this formula, charge and spin ... 570.0 kJ/mol
Multiplicity ... 1
E_tot ... -19591.3781 eV
HOMO level ... -3.68 eV
Net charge ... -1

5.
Entry from OMol25: the ion C3H4NOS with charge +1 (ωB97M-V/def2-TZVPD).

Structure (XYZ):
```
10
Properties=species:S:1:pos:R:3
C -0.2229 0.4585 -1.6395
C -1.0360 0.7126 0.7619
C -0.0092 -0.4163 0.6933
N -0.3304 0.3332 -0.4243
O 2.4912 -0.4601 -1.6679
S 1.1378 -0.9287 -1.8238
H -1.9762 0.4956 1.1073
H -0.6673 1.6241 1.2506
H 0.9742 -0.4060 1.2185
H -0.3612 -1.4128 0.5238
```

Results
E_LUMO (alpha / beta) ... -5.5 / -8.2 eV
ΔE to the lowest compared entry with this formula, charge and spin ... 177.2 kJ/mol
Multiplicity ... 3
E_tot ... -17534.3882 eV
HOMO level (alpha / beta) ... -14.72 / -16.76 eV
Net charge ... +1

6.
Entry from OMol25: a cluster of 2 separate species, C3H4NP in total (ωB97M-V/def2-TZVPD).

Structure (XYZ):
```
9
Properties=species:S:1:pos:R:3
C -0.8835 -0.5467 -0.0264
C -0.2338 0.2061 -0.9352
C 0.9598 -0.3606 1.1798
N -0.2591 -0.7882 1.1974
P 1.5591 0.0747 -0.4958
H -2.6440 -1.3697 0.1170
H -0.5172 0.6032 -1.9351
H 1.6844 -0.4883 2.0444
H 1.9784 1.3766 -0.3984
```

Results
E_LUMO (alpha / beta) ... -0.4 / -0.4 eV
ΔE to the lowest compared entry with this formula, charge and spin ... 401.4 kJ/mol
Multiplicity ... 1
E_tot ... -13949.1827 eV
HOMO level (alpha / beta) ... -9.37 / -9.37 eV

7.
Entry from OMol25: the ion C3H4NS with charge +1 (ωB97M-V/def2-TZVPD).

Structure (XYZ):
```
9
Properties=species:S:1:pos:R:3
C 1.3700 -0.8531 0.0220
N 0.7475 0.2804 0.0209
C -0.6527 0.6128 0.0518
C -1.8630 0.1413 -0.1323
S -3.3866 -0.1738 0.0111
H 2.4374 -1.0000 -0.1599
H 0.8817 -1.9431 0.0434
H 1.2645 1.2333 0.0065
H -0.7988 1.7021 0.1364
```

Results
E_LUMO (alpha / beta) ... -5.7 / -5.7 eV
SMILES ... C=[NH+]C=C=S
ΔE to the lowest compared entry with this formula, charge and spin ... 179.9 kJ/mol
Multiplicity ... 1
E_tot ... -15490.8713 eV
HOMO level (alpha / beta) ... -13.43 / -13.43 eV
Net charge ... +1

8.
Entry from OMol25: a cluster of 2 separate species, C3H4NS in total (ωB97M-V/def2-TZVPD).

Structure (XYZ):
```
9
Properties=species:S:1:pos:R:3
C -0.9135 0.1259 -0.4338
C 0.8555 -1.1111 -0.0523
C 0.0221 1.2112 -0.0740
N -0.4061 -1.0572 -0.3992
S 1.6174 0.3451 0.2220
H -1.9513 0.2763 -0.6933
H 0.9394 -3.5036 1.4103
H 0.1046 1.9950 -0.8338
H -0.2682 1.7184 0.8541
```

Results
E_LUMO (alpha / beta) ... -7.3 / -7.0 eV
ΔE to the lowest compared entry with this formula, charge and spin ... 511.4 kJ/mol
Multiplicity ... 1
E_tot ... -15487.4353 eV
HOMO level (alpha / beta) ... -14.79 / -15.91 eV
Net charge ... +1

9.
Entry from OMol25: a structure of composition C3H4NaO4 (ωB97M-V/def2-TZVPD).

Structure (XYZ):
```
12
Properties=species:S:1:pos:R:3
H -1.7874 1.1578 -0.1388
H -1.4938 -1.2938 0.9580
C -1.3120 -0.6388 0.0922
C -0.1211 0.2367 0.1601
O 1.0404 -0.1487 -0.3275
C 2.1964 0.4692 0.1166
O 2.2595 1.5636 0.5814
O 3.1615 -0.3950 -0.0807
Na -4.9368 0.0791 -0.5985
O -2.3592 0.2288 -0.1397
H -0.6707 -1.2756 -0.6989
H 4.0232 0.0166 0.0757
```

Results
E_LUMO ... -4.9 eV
ΔE to the lowest compared entry with this formula, charge and spin ... 137.3 kJ/mol
Multiplicity ... 1
E_tot ... -15772.4050 eV
HOMO level ... -11.95 eV
Net charge ... +1

10.
Entry from OMol25: a cluster of 2 separate species, C3H4O in total (ωB97M-V/def2-TZVPD).

Structure (XYZ):
```
8
Properties=species:S:1:pos:R:3
C -0.2213 0.5423 -3.9164
C -0.1414 0.1329 1.5504
C -0.1401 0.1781 0.2517
O -0.0485 1.2487 -3.0646
H 0.6631 0.5319 2.2551
H -1.0088 -0.4224 2.0906
H -0.8808 -0.3271 -0.2308
H 0.6758 0.8053 -0.3799
```

Results
E_LUMO ... 1.2 eV
ΔE to the lowest compared entry with this formula, charge and spin ... 61.0 kJ/mol
Multiplicity ... 1
E_tot ... -5221.5047 eV
HOMO level ... -10.34 eV

11.
Entry from OMol25: an isolated molecule of C3H4O (ωB97M-V/def2-TZVPD).

Structure (XYZ):
```
8
Properties=species:S:1:pos:R:3
C 1.8029 -0.3992 0.0121
C 0.7355 0.1812 0.0984
C -0.6434 0.5173 0.2179
O -1.5115 -0.5451 -0.0229
H 2.7361 -0.8346 -0.2294
H -1.0012 1.3582 -0.7330
H -1.0378 0.9936 1.2377
H -1.0806 -1.2715 -0.5807
```

Results
E_LUMO ... 0.9 eV
SMILES ... C#CCO
ΔE to the lowest compared entry with this formula, charge and spin ... 209.5 kJ/mol
Multiplicity ... 1
E_tot ... -5219.9651 eV
HOMO level ... -9.77 eV

12.
Entry from OMol25: an isolated molecule of C3H4O (ωB97M-V/def2-TZVPD).

Structure (XYZ):
```
8
Properties=species:S:1:pos:R:3
C -0.8434 0.5234 0.4214
C 0.5034 0.1935 0.4194
C 0.6583 -0.7075 -0.6577
O -0.4115 -0.9264 -1.2842
H -1.6194 -0.2281 0.4697
H -1.1984 1.4902 0.7626
H 1.2947 0.7941 0.8408
H 1.6163 -1.1391 -0.9721
```

Results
E_LUMO ... -0.4 eV
SMILES ... C=CC=O
ΔE to the lowest compared entry with this formula, charge and spin ... 154.5 kJ/mol
Multiplicity ... 1
E_tot ... -5220.5357 eV
HOMO level ... -9.27 eV